[1]
{"formula": "C39H34Cl5INO4ReTe", "method": "ωB97M-V/def2-TZVPD", "e_tot_ev": -130810.5943, "homo_lumo_gap_ev": 6.85, "elements": ["Re", "Cl", "C", "C", "C", "Cl", "C", "Cl", "C", "Cl", "C", "Cl", "I", "C", "H", "H", "C", "C", "C", "C", "C", "C", "Te", "N", "C", "O", "C", "C", "C", "C", "C", "C", "C", "C", "C", "C", "C", "C", "C", "C", "C", "C", "C", "C", "H", "H", "H", "H", "H", "H", "H", "H", "H", "H", "H", "H", "H", "H", "H", "H", "H", "H", "H", "H", "H", "H", "H", "H", "H", "H", "H", "O", "C", "C", "C", "C", "C", "C", "C", "O", "O", "H", "H", "H", "H", "H"], "coordinates": [[-1.3028, -1.8053, 0.5299], [-2.6043, 0.1606, 2.9171], [-2.3701, -1.4597, 3.4214], [-2.0065, -2.4307, 2.4838], [-1.9158, -3.7456, 2.9582], [-1.5227, -5.0025, 1.8552], [-2.1282, -4.0672, 4.2988], [-2.0013, -5.6876, 4.8288], [-2.4400, -3.0617, 5.2113], [-2.6859, -3.4495, 6.8594], [-2.5642, -1.7469, 4.7698], [-2.9579, -0.5017, 5.8801], [-5.0563, -1.4455, 1.0342], [-3.4289, -2.4046, 0.0155], [-3.6611, -2.2613, -1.0397], [-3.5717, -3.4596, 0.2495], [-3.3944, 4.8757, -4.2844], [-2.7121, 3.7072, -3.6411], [-1.3467, 3.5026, -3.7662], [-0.7032, 2.4429, -3.1434], [0.7673, 2.2661, -3.3670], [-1.4407, 1.5639, -2.3456], [-0.3006, 0.0000, -1.3754], [-1.1219, -3.3007, -0.4728], [-0.0357, -3.9429, -0.8794], [0.5370, -4.8269, -0.2578], [0.4815, -3.4814, -2.2198], [-0.2910, -2.7057, -3.0783], [0.2542, -2.2532, -4.2697], [1.5634, -2.5713, -4.5990], [2.3215, -3.3703, -3.7562], [1.7831, -3.8268, -2.5671], [0.8491, 1.3442, -0.1906], [2.2370, 1.1842, -0.2229], [2.9110, 0.2703, -1.2027], [3.0017, 1.8695, 0.7105], [2.4173, 2.6745, 1.6756], [3.2401, 3.3143, 2.7465], [1.0418, 2.8610, 1.6468], [0.2417, 2.2144, 0.7170], [-1.2363, 2.4449, 0.7173], [-2.8245, 1.7190, -2.2585], [-3.6850, 0.7727, -1.4865], [-3.4372, 2.7873, -2.8996], [-2.7149, 5.4236, -4.9335], [-3.7562, 5.5568, -3.5145], [-4.2545, 4.5490, -4.8676], [-0.7601, 4.1775, -4.3734], [1.1212, 2.9396, -4.1456], [0.9774, 1.2399, -3.6790], [1.3269, 2.4808, -2.4550], [-1.3241, -2.4945, -2.8134], [-0.3444, -1.6506, -4.9392], [1.9940, -2.2004, -5.5175], [3.3351, -3.6326, -4.0214], [2.3473, -4.4555, -1.8945], [2.5692, 0.4515, -2.2241], [2.6926, -0.7722, -0.9645], [3.9908, 0.4051, -1.1678], [4.0738, 1.7301, 0.7083], [4.2298, 2.8677, 2.7954], [2.7510, 3.1936, 3.7105], [3.3527, 4.3796, 2.5523], [0.5792, 3.4985, 2.3865], [-1.5660, 2.8404, 1.6748], [-1.7840, 1.5180, 0.5198], [-1.4990, 3.1641, -0.0603], [-3.1461, -0.1556, -1.2978], [-4.5921, 0.5460, -2.0420], [-3.9904, 1.2122, -0.5364], [-4.5094, 2.8924, -2.8197], [0.9301, 0.5765, 3.8493], [2.0629, -0.0050, 3.4290], [3.2110, 0.1611, 4.2053], [4.4025, -0.4191, 3.8283], [4.4875, -1.1813, 2.6681], [3.3660, -1.3543, 1.8905], [2.1538, -0.7631, 2.2495], [0.9912, -0.9757, 1.3879], [1.0969, -1.5993, 0.3030], [-0.1432, -0.5242, 1.7475], [0.2147, 0.3621, 3.2135], [3.1283, 0.7419, 5.1111], [5.2766, -0.2915, 4.4497], [5.4217, -1.6448, 2.3903], [3.3993, -1.9550, 0.9938]]}

=====

[2]
{"formula": "C3H7N3", "method": "ωB97M-V/def2-TZVPD", "smiles": "N#C[C@H](N)CN", "e_tot_ev": -7693.8608, "homo_lumo_gap_ev": 10.39, "elements": ["N", "C", "C", "N", "C", "N", "H", "H", "H", "H", "H", "H", "H"], "coordinates": [[-1.8659, 0.1060, 0.4551], [-0.7266, 0.7093, -0.2227], [0.6062, 0.1078, 0.3588], [0.8530, -1.3177, 0.1241], [1.7927, 0.7203, -0.2766], [2.7832, 0.9240, -0.8375], [-2.7464, 0.5068, 0.1442], [-1.8859, -0.8806, 0.2352], [-0.7925, 1.8010, -0.0532], [-0.7109, 0.5928, -1.3178], [0.5626, 0.3902, 1.4335], [0.4815, -1.8316, -0.6605], [1.6392, -1.7705, 0.5748]]}

=====

[3]
{"formula": "C5H38NO13", "method": "ωB97M-V/def2-TZVPD", "e_tot_ev": -33902.1389, "homo_lumo_gap_ev": 9.52, "total_charge": 1, "elements": ["C", "C", "C", "C", "C", "N", "H", "H", "H", "H", "H", "H", "H", "H", "H", "H", "H", "H", "H", "H", "O", "H", "H", "O", "H", "H", "O", "H", "H", "O", "H", "H", "O", "H", "H", "O", "H", "H", "O", "H", "H", "O", "H", "H", "O", "H", "H", "O", "H", "H", "O", "H", "H", "O", "H", "H", "O"], "coordinates": [[1.6799, 3.9551, 2.0791], [2.2260, 2.9947, 0.9824], [2.1490, 1.4753, 1.4222], [1.0911, 0.7100, 0.7225], [0.0279, 0.0837, 1.1799], [-1.1051, -0.3563, 0.3622], [2.4182, 4.0870, 2.8643], [1.4409, 4.9518, 1.7333], [0.8818, 3.3653, 2.6086], [1.7952, 2.9790, -0.0344], [3.2744, 3.1588, 0.8449], [3.2114, 1.1145, 1.2802], [1.9180, 1.4707, 2.4903], [1.2400, 0.8729, -0.3215], [-0.0033, -0.2568, 2.2461], [-1.5198, -1.2031, 0.7905], [-1.8514, 0.4041, 0.3097], [-0.9236, -0.7377, -0.6064], [-2.8110, 1.6204, -2.3776], [-2.6278, 0.1122, -2.0913], [-3.1895, 0.8566, -1.8390], [-0.5797, -2.2669, -2.1212], [-1.9923, -2.7298, -1.6904], [-1.4117, -1.9584, -1.7646], [-3.1707, 1.5710, 1.0778], [-2.2238, 2.5968, 0.4097], [-2.2468, 1.9056, 1.0794], [0.2317, 2.3103, -3.2161], [0.9199, 1.0312, -2.7483], [0.1744, 1.6222, -2.5532], [-0.7138, -5.3417, -0.7357], [0.4488, -4.1233, -0.8278], [-0.4089, -4.4873, -1.0230], [-2.7369, -2.4454, 2.6460], [-2.4325, -2.9755, 1.1738], [-2.8958, -2.3489, 1.7139], [-5.2426, 0.9727, 0.9335], [-4.3090, 0.6921, -0.3739], [-4.4856, 0.5236, 0.5601], [1.2650, -2.4936, 0.2101], [2.3455, -3.4919, 0.7443], [1.4068, -3.2365, 0.8493], [5.0320, -0.2901, 0.7793], [5.0027, 1.1607, 0.1636], [4.4924, 0.3746, 0.3544], [3.1616, 0.5962, -1.3722], [3.2526, 0.5502, -2.8548], [2.5925, 0.4584, -2.1427], [1.3660, -2.1831, -2.1101], [1.7974, -0.9272, -1.4651], [1.2920, -1.7477, -1.2506], [1.0036, 4.3859, -0.2819], [-0.3057, 3.6976, -0.7289], [0.2020, 4.5049, -0.8816], [-0.2312, -4.1496, 2.2379], [-0.8887, -3.7084, 0.8378], [-0.8345, -3.5527, 1.7786]]}

=====

[4]
{"formula": "C30H66FN2O18S5", "method": "ωB97M-V/def2-TZVPD", "e_tot_ev": -128904.6602, "homo_lumo_gap_ev": [8.56, 9.53], "multiplicity": 2, "elements": ["C", "C", "O", "N", "C", "C", "O", "C", "C", "C", "F", "C", "C", "C", "C", "N", "O", "C", "C", "C", "C", "H", "H", "H", "H", "H", "H", "H", "H", "H", "H", "H", "H", "H", "H", "H", "H", "H", "H", "H", "H", "H", "H", "H", "H", "H", "H", "O", "S", "O", "O", "C", "C", "C", "H", "H", "H", "H", "H", "H", "H", "H", "O", "S", "O", "O", "C", "C", "C", "H", "H", "H", "H", "H", "H", "H", "H", "O", "S", "O", "O", "C", "C", "C", "H", "H", "H", "H", "H", "H", "H", "H", "O", "S", "O", "O", "C", "C", "C", "H", "H", "H", "H", "H", "H", "H", "H", "O", "S", "O", "O", "C", "C", "C", "H", "H", "H", "H", "H", "H", "H", "H"], "coordinates": [[3.1595, -1.4410, -3.2649], [2.6509, -1.1615, -4.6501], [2.8736, -1.8830, -5.5916], [1.8795, 0.0564, -4.7587], [2.0809, 0.7395, -6.0173], [2.6927, 2.0991, -5.8677], [1.8135, 0.2602, -7.0906], [0.4740, -0.0206, -4.2273], [0.4280, 0.5181, -2.7659], [1.4973, 1.5108, -2.3713], [0.5024, -0.5682, -1.8704], [-0.0281, -1.4666, -4.3209], [-1.5562, -1.6631, -4.0825], [-1.7654, -2.6068, -2.8945], [-2.1671, -2.3215, -5.3263], [-2.2476, -0.3725, -3.7813], [-2.4602, -0.1210, -2.5488], [-1.9675, 0.7900, -4.6713], [-2.8854, 0.7037, -5.9291], [-2.3298, 2.0906, -3.9465], [-0.4745, 0.7979, -5.1182], [3.9004, -2.2380, -3.3328], [2.3567, -1.7732, -2.6063], [3.6359, -0.5641, -2.8295], [3.6348, 2.0140, -5.3211], [2.8817, 2.5216, -6.8540], [2.0488, 2.7584, -5.2855], [-0.5352, 0.9847, -2.5895], [2.4498, 1.0207, -2.2020], [1.2032, 1.9728, -1.4258], [1.5994, 2.3028, -3.1135], [0.5102, -2.1314, -3.6506], [0.2056, -1.7887, -5.3396], [-1.4474, -3.6061, -3.1988], [-2.8262, -2.6719, -2.6454], [-1.2035, -2.2913, -2.0209], [-1.9780, -1.7530, -6.2368], [-3.2488, -2.4331, -5.2095], [-1.7383, -3.3172, -5.4347], [-2.3228, 0.7552, -6.8596], [-3.4819, -0.2055, -5.9175], [-3.5951, 1.5335, -5.9385], [-2.0222, 2.9222, -4.5817], [-3.4107, 2.1578, -3.8092], [-1.8814, 2.1750, -2.9614], [-0.1574, 1.8410, -5.1740], [-0.4083, 0.3496, -6.1083], [0.0151, -1.1318, 3.6569], [-1.1877, -1.7214, 3.1430], [-1.0933, -2.7014, 2.1085], [-2.1832, -0.5670, 2.7103], [-1.6665, 0.5050, 1.8767], [-1.4635, 0.0797, 0.4404], [-2.1512, -2.3646, 4.4658], [-0.7422, 0.8811, 2.3173], [-2.4153, 1.2897, 1.9605], [-0.6547, -0.6443, 0.3562], [-1.2092, 0.9477, -0.1681], [-2.3643, -0.3757, 0.0329], [-2.2442, -1.6040, 5.2354], [-1.6202, -3.2343, 4.8458], [-3.1230, -2.6538, 4.0759], [-7.7583, -0.2703, -3.0925], [-7.1216, -1.5133, -2.7741], [-7.2751, -2.6249, -3.6620], [-7.5621, -1.9445, -1.3076], [-8.9780, -1.9436, -1.0146], [-9.6897, -3.1568, -1.5757], [-5.4172, -1.2581, -2.4422], [-9.4144, -1.0133, -1.3799], [-9.0263, -1.9323, 0.0723], [-9.7109, -3.1385, -2.6639], [-10.7166, -3.1772, -1.2099], [-9.1867, -4.0722, -1.2649], [-5.3094, -0.4360, -1.7413], [-4.9420, -1.0089, -3.3882], [-4.9983, -2.1748, -2.0376], [3.8002, 0.9801, -0.4305], [4.7645, 0.1501, 0.2298], [4.7340, -1.2629, 0.0123], [4.7315, 0.4589, 1.7796], [3.4277, 0.4552, 2.4261], [2.9065, -0.9379, 2.6966], [6.3844, 0.7509, -0.1008], [2.7303, 1.0327, 1.8166], [3.5848, 0.9895, 3.3595], [2.6667, -1.4623, 1.7719], [2.0014, -0.8796, 3.3014], [3.6494, -1.5253, 3.2341], [6.4080, 1.8195, 0.0919], [6.5881, 0.5443, -1.1491], [7.0883, 0.2187, 0.5329], [4.2417, -0.0928, 5.5564], [5.0972, -0.9874, 6.2788], [4.9605, -2.3978, 6.0960], [5.0072, -0.6327, 7.8221], [3.6865, -0.5522, 8.4118], [3.0932, -1.9156, 8.6969], [6.7744, -0.5233, 6.0332], [3.0448, 0.0419, 7.7601], [3.8395, 0.0077, 9.3317], [2.8683, -2.4539, 7.7776], [2.1691, -1.7973, 9.2630], [3.7878, -2.5203, 9.2792], [6.8712, 0.5447, 6.2046], [7.0172, -0.7716, 5.0023], [7.3969, -1.0924, 6.7179], [2.6605, 4.2305, 4.5393], [1.5998, 3.4732, 3.9460], [1.3018, 3.6520, 2.5578], [0.2775, 3.6997, 4.8008], [-0.0981, 5.0660, 5.0905], [-0.7548, 5.7518, 3.9108], [1.8003, 1.7634, 4.2837], [0.7821, 5.6093, 5.4361], [-0.7897, 4.9820, 5.9261], [-0.0493, 5.9069, 3.0964], [-1.1412, 6.7222, 4.2234], [-1.5802, 5.1502, 3.5306], [1.9864, 1.6303, 5.3453], [2.6521, 1.4219, 3.6995], [0.9014, 1.2348, 3.9761]]}

=====

[5]
{"formula": "C16H37Cl6N5O6", "method": "ωB97M-V/def2-TZVPD", "e_tot_ev": -112054.1725, "homo_lumo_gap_ev": [8.95, 3.56], "total_charge": 1, "multiplicity": 2, "elements": ["O", "C", "N", "C", "H", "H", "H", "H", "H", "O", "C", "N", "C", "H", "H", "H", "H", "H", "O", "C", "N", "C", "H", "H", "H", "H", "H", "O", "C", "N", "C", "H", "H", "H", "H", "H", "C", "Cl", "Cl", "Cl", "H", "C", "Cl", "Cl", "Cl", "H", "C", "O", "C", "C", "N", "C", "C", "O", "C", "H", "H", "H", "H", "H", "H", "H", "H", "H", "H", "H", "H", "H", "H", "H"], "coordinates": [[-4.1812, -1.5484, 0.5287], [-5.1969, -2.2311, 0.4040], [-5.9128, -2.2275, -0.7278], [-5.7124, -3.0638, 1.4989], [-6.4980, -2.9717, -1.0798], [-5.5098, -1.6348, -1.4393], [-5.1993, -2.6701, 2.3763], [-5.3556, -4.0634, 1.2510], [-6.7928, -3.0418, 1.6416], [-0.3123, 0.1542, 1.7206], [-0.8670, 0.8074, 0.8612], [-2.0099, 0.3387, 0.3346], [-0.4381, 2.1823, 0.2963], [-2.4367, -0.5392, 0.5942], [-2.2463, 0.7689, -0.5481], [0.4959, 1.9706, -0.2244], [-0.2774, 2.9298, 1.0731], [-1.1072, 2.6730, -0.4105], [-1.5459, 1.5021, -2.7112], [-0.6088, 1.2438, -3.3923], [-0.6052, 1.5674, -4.6965], [0.6625, 0.5136, -2.8265], [-1.4038, 1.9541, -5.1790], [0.0373, 1.2885, -5.4242], [0.9637, -0.3114, -3.4722], [0.5665, 0.0695, -1.8357], [1.4005, 1.3041, -2.6904], [-5.7388, -0.7714, -3.2790], [-4.6355, -0.2985, -3.4195], [-4.0944, 0.3123, -2.4279], [-3.8657, -0.3943, -4.7412], [-4.6347, 0.4903, -1.5933], [-3.2337, 0.8407, -2.4202], [-4.2132, -1.1074, -5.4886], [-2.8189, -0.6801, -4.6375], [-3.7798, 0.5140, -5.3376], [-0.0389, 0.6311, 4.8366], [0.8747, -0.0195, 6.1477], [1.0000, 1.9026, 4.0049], [-1.5561, 1.3058, 5.4356], [-0.1624, -0.2288, 4.1782], [-0.6453, -3.0472, 1.7869], [-2.0334, -2.9114, 2.8667], [-0.6716, -4.6724, 0.9490], [0.9095, -2.8224, 2.7295], [-0.7107, -2.2482, 1.0483], [2.2823, -3.1181, -0.9376], [2.1790, -1.7290, -0.6099], [3.3328, -1.2856, 0.0960], [3.0462, 0.0567, 0.8602], [4.3141, 0.7830, 1.1620], [4.1891, 1.5325, 2.3911], [5.4019, 2.4615, 2.4457], [5.4606, 3.3092, 1.3549], [6.4894, 4.2894, 1.3726], [2.5539, -3.8103, -0.1406], [3.0484, -3.2378, -1.7037], [1.3033, -3.3629, -1.3497], [4.1211, -1.1697, -0.6477], [3.6937, -1.9952, 0.8405], [2.6105, -0.2479, 1.8118], [2.2988, 0.6373, 0.3195], [4.5578, 1.5063, 0.5005], [4.1419, 0.8391, 3.2307], [3.2585, 2.0821, 2.5326], [6.3288, 1.9229, 2.6429], [5.2791, 3.1476, 3.2838], [6.3771, 4.8574, 0.4491], [7.4781, 3.8386, 1.2866], [6.3935, 4.9328, 2.2472]]}

=====

[6]
{"formula": "C30H52CoGeN3O2PS2Si3", "method": "ωB97M-V/def2-TZVPD", "e_tot_ev": -189261.9307, "homo_lumo_gap_ev": [6.68, 6.73], "multiplicity": 2, "elements": ["Co", "C", "C", "C", "C", "C", "C", "N", "C", "C", "C", "C", "C", "N", "C", "C", "C", "C", "C", "C", "N", "H", "H", "H", "H", "H", "H", "H", "H", "H", "H", "H", "H", "H", "H", "H", "C", "C", "O", "P", "S", "S", "O", "C", "C", "H", "H", "H", "H", "H", "H", "H", "H", "H", "H", "C", "Si", "C", "C", "Ge", "Si", "C", "C", "C", "Si", "C", "C", "C", "H", "H", "H", "H", "H", "H", "H", "H", "H", "H", "H", "H", "H", "H", "H", "H", "H", "H", "H", "H", "H", "H", "H", "H", "H", "H", "H"], "coordinates": [[-0.0362, 0.7020, -0.2155], [-1.8690, 0.7498, 2.9332], [-0.4473, 1.1795, 3.0904], [0.0054, 1.5941, 4.3427], [1.3073, 2.0233, 4.4927], [2.1496, 1.9822, 3.3973], [1.6480, 1.5178, 2.1883], [0.3646, 1.1672, 2.0253], [2.5402, 1.3847, 1.0048], [3.9120, 1.6040, 1.0707], [4.6574, 1.5335, -0.0915], [4.0169, 1.3232, -1.2986], [2.6402, 1.1298, -1.3002], [1.9547, 1.0744, -0.1554], [1.8462, 1.0488, -2.5484], [2.4267, 1.3316, -3.7760], [1.6520, 1.2194, -4.9163], [0.3368, 0.8288, -4.7886], [-0.1942, 0.5930, -3.5200], [-1.6314, 0.2097, -3.3817], [0.5536, 0.7200, -2.4189], [-2.2942, 0.4869, 3.9014], [-1.9410, -0.1025, 2.2597], [-2.4556, 1.5530, 2.4906], [-0.6783, 1.5816, 5.1801], [1.6710, 2.3684, 5.4513], [3.1776, 2.2924, 3.4975], [4.4007, 1.8117, 2.0091], [5.7300, 1.6660, -0.0593], [4.5833, 1.3039, -2.2162], [3.4599, 1.6326, -3.8518], [2.0767, 1.4260, -5.8894], [-0.2989, 0.7126, -5.6552], [-1.9861, -0.2711, -4.2929], [-2.2350, 1.0958, -3.1919], [-1.7709, -0.4578, -2.5354], [-2.5358, 5.9411, 1.4832], [-1.8543, 4.6710, 1.9458], [-2.4113, 3.5015, 1.3220], [-1.9301, 3.0026, -0.1345], [-2.4957, 1.1250, -0.3173], [0.0017, 3.2005, -0.4007], [-2.7027, 3.9805, -1.1466], [-4.1412, 3.9739, -1.1955], [-4.5655, 4.4302, -2.5715], [-2.1666, 6.7881, 2.0625], [-3.6138, 5.8730, 1.6305], [-2.3345, 6.1313, 0.4296], [-1.9989, 4.5141, 3.0156], [-0.7808, 4.6978, 1.7414], [-4.5141, 4.6442, -0.4181], [-4.5042, 2.9644, -0.9864], [-4.1347, 5.4039, -2.8024], [-5.6514, 4.5100, -2.6227], [-4.2341, 3.7182, -3.3261], [3.7463, -2.2822, 0.5797], [2.0771, -2.4805, 1.4485], [1.8991, -4.2967, 1.9514], [2.2062, -1.6126, 3.1237], [0.2833, -1.7462, 0.0179], [0.7086, -3.0829, -1.9599], [-0.8137, -3.2407, -3.0717], [2.1398, -2.5098, -3.0539], [1.2232, -4.8508, -1.5282], [-1.6162, -2.8057, 1.0425], [-3.2600, -2.1133, 0.4329], [-1.5388, -2.6290, 2.9306], [-1.7176, -4.6634, 0.6963], [4.5684, -2.4254, 1.2864], [3.8542, -1.2950, 0.1313], [3.8622, -3.0192, -0.2166], [2.7446, -4.5610, 2.5943], [1.8768, -4.9964, 1.1245], [0.9926, -4.4428, 2.5375], [2.9654, -2.1310, 3.7174], [1.2665, -1.6631, 3.6756], [2.5050, -0.5688, 3.0582], [-0.8951, -2.4059, -3.7660], [-1.7478, -3.3063, -2.5128], [-0.7158, -4.1519, -3.6691], [2.1078, -1.4530, -3.2967], [2.1168, -3.0624, -3.9975], [3.0980, -2.7175, -2.5742], [0.5283, -5.3603, -0.8683], [2.2131, -4.8761, -1.0753], [1.2793, -5.4220, -2.4604], [-3.3598, -1.0364, 0.5802], [-4.0855, -2.6044, 0.9544], [-3.3801, -2.3103, -0.6348], [-1.1347, -1.6693, 3.2553], [-0.9042, -3.4102, 3.3509], [-2.5329, -2.7414, 3.3708], [-1.8585, -4.8607, -0.3675], [-2.5772, -5.0844, 1.2257], [-0.8294, -5.1984, 1.0259]]}